The following is a DFT calculation (ωB97M-V/def2-TZVPD) of a single C21H28N2O2 molecule.

```
53
Properties=species:S:1:pos:R:3:forces:R:3
C -1.4063 -5.0127 -1.3244 0.2 0.2 0.1
C -0.2201 -4.2290 -0.7419 -0.4 -0.1 0.2
C 0.1449 -4.8669 0.6136 0.0 0.2 -0.2
C -0.6450 -2.7660 -0.5600 0.2 -0.2 0.0
C 0.5517 -1.8458 -0.3266 -0.1 -0.1 -0.4
N 0.1201 -0.4650 -0.1520 0.2 -0.1 0.5
C -0.5443 0.2592 -1.0623 0.0 0.5 0.5
O -0.8852 -0.1180 -2.1637 -0.2 0.0 -0.3
C -0.8678 1.6887 -0.6062 -0.2 0.0 -0.5
O -0.4166 1.9176 0.7083 0.0 0.1 0.2
C -0.6314 3.1473 1.2668 -0.1 0.2 -0.1
C -0.1517 3.2854 2.5896 0.0 0.0 0.1
C -0.3028 4.4596 3.2625 0.1 -0.3 -0.1
C -0.9401 5.5654 2.6586 -0.2 0.1 -0.3
C -1.1140 6.7927 3.3278 -0.1 0.2 0.0
C -1.7365 7.8425 2.7111 0.1 0.0 0.3
C -2.2107 7.7086 1.3977 0.0 -0.1 -0.2
C -2.0566 6.5297 0.7227 -0.1 0.2 0.0
C -1.4201 5.4283 1.3311 0.1 0.1 0.4
C -1.2535 4.2026 0.6515 0.1 -0.5 -0.2
C 1.5077 -1.9711 -1.5113 0.0 -0.3 0.1
C 1.9845 -3.4146 -1.7180 0.4 0.2 -0.2
C 3.0568 -3.7926 -0.6765 -0.2 0.1 -0.1
C 2.6248 -3.5214 -3.1106 -0.2 0.1 0.3
N 0.8317 -4.2963 -1.7398 0.0 -0.1 -0.2
H -1.6337 -4.6438 -2.3201 0.0 0.1 -0.1
H -2.2857 -4.8992 -0.6962 -0.1 -0.1 0.1
H -1.1642 -6.0708 -1.3955 0.0 -0.2 0.0
H 0.8694 -4.2753 1.1642 0.1 0.0 0.1
H -0.7469 -4.9662 1.2280 -0.1 0.0 0.1
H 0.5635 -5.8597 0.4575 0.0 -0.1 0.0
H -1.3449 -2.6891 0.2740 0.0 0.0 0.0
H -1.1467 -2.4291 -1.4669 -0.1 0.0 0.0
H 1.0623 -2.1173 0.6020 0.0 0.0 -0.1
H 0.3245 -0.0043 0.7210 0.0 0.0 -0.1
H -0.3886 2.3776 -1.3149 -0.1 -0.1 0.1
H -1.9553 1.8223 -0.6814 0.1 0.0 0.0
H 0.3334 2.4345 3.0426 0.1 -0.1 0.1
H 0.0656 4.5589 4.2732 0.0 0.0 0.1
H -0.7458 6.8883 4.3394 0.0 0.0 0.1
H -1.8673 8.7810 3.2294 0.0 0.1 0.1
H -2.7001 8.5468 0.9233 0.0 0.0 -0.1
H -2.4219 6.4253 -0.2892 0.0 0.0 -0.1
H -1.6296 4.1286 -0.3571 0.0 -0.1 -0.1
H 2.3701 -1.3180 -1.3668 0.1 0.0 0.0
H 0.9710 -1.6460 -2.4023 0.0 0.0 0.0
H 2.7312 -3.5922 0.3393 0.0 0.0 0.2
H 3.9658 -3.2240 -0.8583 0.1 0.1 0.0
H 3.2958 -4.8517 -0.7554 0.0 -0.1 0.0
H 1.8718 -3.3450 -3.8729 -0.1 0.0 -0.1
H 3.4198 -2.7891 -3.2234 0.2 0.1 0.0
H 3.0428 -4.5142 -3.2616 0.1 -0.2 0.0
H 1.1243 -5.2561 -1.8799 0.0 0.0 0.0
```
Forces are in eV/Å.

As for the multiplicity: 1. The frontier orbital gap comes out at 8.91 eV. As for the SMILES: CC1(C)CC(NC(=O)COc2ccc3ccccc3c2)CC(C)(C)N1. Its total charge is 0. The calculation puts the HOMO energy at -8.3 eV.

=====

The following is a DFT calculation (ωB97M-V/def2-TZVPD) of a single C21H28N2O3S molecule.

```
55
Properties=species:S:1:pos:R:3:forces:R:3
C 4.0944 -3.0674 -3.0667 -0.1 -0.3 -0.1
C 3.4557 -4.3363 -2.5101 0.0 0.1 0.1
C 4.3672 -4.9914 -1.4727 -0.2 0.0 -0.3
C 2.0645 -4.0406 -1.9269 0.0 -0.3 -0.6
N 2.0481 -3.1114 -0.8187 0.1 0.9 -0.1
S 1.9354 -1.4694 -1.1242 -0.1 -0.3 0.7
O 3.1455 -0.8126 -0.7092 -0.2 -0.1 0.2
O 1.4711 -1.2831 -2.4694 -0.2 -0.2 0.0
C 0.6198 -1.0148 -0.0099 0.5 0.0 -0.2
C 0.8428 -0.1210 1.0142 0.2 -0.1 -0.1
C -0.2114 0.2785 1.8211 -0.1 -0.1 0.0
C -1.4892 -0.2150 1.5957 0.0 0.0 0.0
C -2.6962 0.1975 2.3998 0.0 0.0 0.2
C -2.4282 1.1086 3.5999 0.1 -0.1 -0.2
C -1.9548 2.5013 3.2062 -0.3 -0.4 0.3
O -0.8528 2.9283 3.4813 0.4 0.1 0.1
N -2.8845 3.2363 2.5616 -0.4 0.2 -0.2
C -2.5928 4.5309 1.9939 0.0 0.2 -0.1
C -2.7879 4.5356 0.4732 0.1 -0.1 0.2
C -1.9414 3.4954 -0.2110 -0.1 0.1 0.0
C -0.5566 3.6111 -0.2260 0.0 0.0 0.0
C 0.2217 2.6734 -0.8792 0.0 0.1 0.0
C -0.3709 1.6066 -1.5346 0.0 0.0 -0.1
C -1.7475 1.4723 -1.5063 0.0 -0.1 -0.1
C -2.5251 2.4074 -0.8447 0.0 0.1 0.0
C -1.6871 -1.1340 0.5647 0.2 -0.1 -0.1
C -0.6397 -1.5342 -0.2396 -0.2 -0.1 0.0
H 5.0616 -3.2935 -3.5107 0.1 0.0 0.0
H 4.2383 -2.3308 -2.2794 0.1 0.1 0.0
H 3.4561 -2.6208 -3.8249 0.0 0.1 -0.1
H 3.3030 -5.0457 -3.3318 0.0 0.0 0.1
H 5.2935 -5.3156 -1.9412 0.1 0.0 0.0
H 3.8858 -5.8597 -1.0266 0.0 -0.1 0.1
H 4.6235 -4.2883 -0.6824 0.1 0.1 0.1
H 1.5971 -4.9734 -1.5902 0.0 0.1 -0.1
H 1.4369 -3.5871 -2.6960 0.0 -0.2 -0.1
H 2.7662 -3.2889 -0.1340 0.1 0.1 0.3
H 1.8387 0.2657 1.1600 0.1 0.1 0.1
H -0.0216 0.9922 2.6048 0.0 0.1 0.1
H -3.3977 0.6842 1.7147 -0.1 -0.1 0.0
H -3.1877 -0.7107 2.7627 0.0 0.1 -0.1
H -1.6719 0.6619 4.2456 0.0 0.1 0.0
H -3.3509 1.2114 4.1767 0.0 0.0 0.0
H -3.7760 2.8255 2.3345 0.1 -0.1 0.1
H -3.2389 5.2888 2.4519 0.2 0.0 0.0
H -1.5544 4.7478 2.2517 -0.1 0.1 0.0
H -2.5241 5.5279 0.1010 -0.1 0.0 0.0
H -3.8424 4.3598 0.2449 0.0 0.1 -0.1
H -0.0871 4.4485 0.2691 0.1 0.1 0.1
H 1.2963 2.7764 -0.8878 0.1 0.0 0.0
H 0.2360 0.8857 -2.0611 0.0 0.0 -0.1
H -2.2181 0.6406 -2.0096 0.0 -0.1 0.0
H -3.6024 2.3006 -0.8411 -0.1 0.0 0.0
H -2.6787 -1.5270 0.3899 -0.1 0.0 0.0
H -0.7813 -2.2276 -1.0529 -0.1 -0.1 -0.1
```
Forces are in eV/Å.

As for the multiplicity: 1. The frontier orbital gap comes out at 9.53 eV. As for the SMILES: CC(C)CNS(=O)(=O)c1ccc(CCC(=O)NCCc2ccccc2)cc1. Its total charge is 0. The calculation puts the HOMO energy at -8.9 eV.

=====

The following is a DFT calculation (ωB97M-V/def2-TZVPD) of a single C21H28N2O5S molecule.

```
57
Properties=species:S:1:pos:R:3:forces:R:3
C 2.9796 2.3832 1.4582 -0.1 0.2 0.0
O 3.7851 1.2339 1.3110 0.1 -0.3 0.0
C 4.8211 1.4013 0.3581 0.4 0.0 0.0
C 5.7610 0.1975 0.4247 -0.5 0.1 -0.1
C 5.1923 -1.0537 -0.2335 0.3 -0.1 -0.1
N 3.9057 -1.3942 0.3408 0.3 0.3 0.2
C 3.0809 -2.2794 -0.2550 -0.3 -0.2 0.5
O 3.4184 -2.9566 -1.2030 0.0 -0.1 -0.3
C 1.6707 -2.3054 0.3173 0.1 0.2 -0.4
C 0.7981 -1.3659 -0.5330 -0.4 -0.6 -0.1
N 1.2013 0.0201 -0.3410 0.0 0.6 -0.5
S 0.7101 1.0692 -1.5460 0.2 0.2 0.2
O 0.6442 0.4051 -2.8168 -0.3 -0.1 0.1
O 1.5634 2.2220 -1.4259 -0.1 0.0 0.2
C -0.9366 1.4807 -1.0096 0.4 -0.1 -0.3
C -1.1030 2.1729 0.1722 0.0 0.2 0.1
C -2.3824 2.4100 0.6418 0.1 0.0 -0.1
C -3.4925 1.9577 -0.0641 0.0 0.0 -0.1
C -4.8751 2.1429 0.4772 0.0 -0.1 0.0
C -3.2974 1.2914 -1.2700 0.1 0.1 0.1
C -2.0217 1.0490 -1.7442 0.0 0.0 -0.2
C -0.6591 -1.4777 -0.1650 -0.2 -0.3 -0.1
C -1.1212 -0.9356 1.0301 -0.2 -0.2 -0.1
C -2.4600 -0.9698 1.3474 -0.1 -0.1 0.0
C -3.3779 -1.5543 0.4737 0.2 -0.1 -0.1
O -4.6846 -1.4951 0.8595 0.2 0.1 0.2
C -5.6588 -2.0593 0.0146 -0.1 -0.1 -0.1
C -2.9187 -2.1291 -0.7044 -0.4 -0.1 0.1
C -1.5692 -2.0833 -1.0141 0.3 0.0 0.2
H 3.5765 3.2284 1.8205 0.0 0.0 0.0
H 2.5051 2.6546 0.5100 0.0 0.0 0.1
H 2.2210 2.1313 2.1971 0.0 0.1 0.0
H 5.3823 2.3172 0.5950 -0.1 -0.1 0.0
H 4.3908 1.5184 -0.6473 0.0 0.0 0.0
H 6.6986 0.4549 -0.0683 0.0 0.0 0.0
H 5.9702 -0.0075 1.4766 0.1 0.1 0.0
H 5.8851 -1.8934 -0.1034 0.0 0.1 -0.1
H 5.0619 -0.9012 -1.3112 0.1 0.0 0.1
H 3.5968 -0.8142 1.1072 -0.1 -0.1 0.0
H 1.2715 -3.3159 0.2304 0.0 0.1 0.0
H 1.6493 -1.9905 1.3601 0.0 0.0 0.1
H 0.9233 -1.6411 -1.5909 0.0 -0.1 0.2
H 2.1882 0.1398 -0.1605 0.3 0.2 -0.1
H -0.2304 2.5117 0.7074 0.1 0.1 0.2
H -2.5234 2.9425 1.5708 0.0 0.1 0.1
H -5.5773 2.3774 -0.3196 -0.1 0.0 0.0
H -5.2002 1.2160 0.9506 -0.1 0.0 0.1
H -4.9039 2.9349 1.2206 -0.1 0.1 0.0
H -4.1537 0.9538 -1.8352 -0.1 -0.1 -0.1
H -1.8452 0.5248 -2.6697 -0.1 -0.1 -0.1
H -0.4210 -0.4631 1.7013 0.1 0.1 0.1
H -2.8281 -0.5391 2.2650 -0.1 0.1 0.1
H -5.6709 -1.5714 -0.9653 0.0 0.0 0.0
H -6.6133 -1.8929 0.5119 0.0 0.0 -0.1
H -5.5043 -3.1346 -0.1168 0.0 0.0 0.0
H -3.5976 -2.6022 -1.3959 -0.1 0.0 -0.1
H -1.2249 -2.5157 -1.9417 0.0 0.0 -0.2
```
Forces are in eV/Å.

As for the multiplicity: 1. The frontier orbital gap comes out at 9.05 eV. As for the SMILES: COCCCNC(=O)C[C@H](NS(=O)(=O)c1ccc(C)cc1)c1ccc(OC)cc1. Its total charge is 0. The calculation puts the HOMO energy at -8.4 eV.

=====

The following is a DFT calculation (ωB97M-V/def2-TZVPD) of a gas-phase ion, C21H28N3O4 (charge +1).

```
56
Properties=species:S:1:pos:R:3:forces:R:3
O -0.3245 0.0368 0.8854 0.0 0.0 -0.3
C -0.2484 1.2199 1.6479 0.2 0.6 0.0
C -1.1663 2.2832 1.0308 0.1 -0.2 0.2
O -0.6910 2.5021 -0.2847 0.2 -0.1 0.2
C -1.6498 2.8545 -1.2495 -0.1 -0.2 -0.3
C -2.5120 1.6450 -1.6845 -0.1 0.6 0.0
C -3.0975 1.8785 -3.0806 -0.3 -0.2 0.5
O -2.0721 2.0392 -4.0301 0.4 0.0 -0.2
C -1.0785 1.1010 -3.9304 0.0 -0.1 0.1
C -0.2000 0.9397 -4.9949 -0.1 0.0 0.2
C 0.8041 -0.0064 -4.9318 0.0 0.0 -0.1
C 0.9367 -0.8088 -3.8095 0.1 -0.1 0.1
C 0.0804 -0.6424 -2.7380 -0.2 0.1 -0.1
C -0.9201 0.3182 -2.7868 0.0 0.1 0.0
O -1.7336 0.4610 -1.6800 0.2 -0.3 -0.2
C 1.1853 1.8059 1.7334 -0.4 -0.1 0.1
N 2.2549 0.9655 2.2100 -0.2 -0.2 0.0
C 2.0963 0.2765 3.4698 0.2 0.0 0.1
C 2.2509 -1.2515 3.2823 0.0 0.4 0.3
N 1.7342 -1.6706 1.9964 -0.2 -0.1 0.2
C 0.5575 -2.2610 1.8093 0.0 -0.2 -0.1
C 0.1984 -2.8891 0.5880 -0.2 -0.1 0.0
C -1.0205 -3.4857 0.4469 0.3 0.2 0.3
C -1.9335 -3.5042 1.5207 0.0 0.1 0.3
C -1.5586 -2.9288 2.6933 -0.5 -0.4 -0.4
N -0.3479 -2.3349 2.8176 0.5 0.2 0.1
C 2.4882 -1.1314 0.8753 0.3 0.2 -0.4
C 3.0761 0.2478 1.2816 0.0 -0.2 -0.1
H -0.5341 0.2986 -0.0291 -0.1 -0.1 0.0
H -0.6178 0.9710 2.6517 0.0 0.1 -0.1
H -2.1960 1.9098 1.0235 0.0 0.0 0.0
H -1.1314 3.2152 1.6091 0.0 -0.1 0.0
H -1.0660 3.2114 -2.1022 -0.2 0.0 0.1
H -2.3020 3.6630 -0.8991 0.0 0.0 -0.1
H -3.3189 1.4584 -0.9683 0.1 0.0 -0.1
H -3.7287 1.0199 -3.3486 0.0 0.1 0.0
H -3.6937 2.7914 -3.1083 0.0 -0.1 0.0
H -0.3320 1.5654 -5.8624 0.0 0.1 -0.1
H 1.4780 -0.1256 -5.7650 0.1 0.0 -0.1
H 1.7101 -1.5599 -3.7679 0.1 -0.1 0.0
H 0.1564 -1.2517 -1.8502 0.0 -0.1 0.1
H 1.1255 2.6780 2.3948 -0.1 0.1 -0.1
H 1.4574 2.1575 0.7381 0.0 0.1 0.0
H 1.1234 0.5217 3.8985 0.0 0.0 0.0
H 2.8665 0.6132 4.1775 -0.1 -0.1 0.1
H 3.3145 -1.5067 3.2849 -0.1 -0.1 0.1
H 1.7894 -1.8028 4.1022 0.1 -0.1 0.0
H 0.9133 -2.9155 -0.2161 0.1 0.0 0.0
H -1.2842 -3.9616 -0.4843 0.0 0.0 -0.1
H -2.8971 -3.9721 1.4196 -0.1 0.0 0.1
H -2.1895 -2.9163 3.5682 0.0 0.0 0.1
H -0.1304 -1.8744 3.6925 0.0 -0.1 -0.1
H 3.2949 -1.8130 0.5882 0.0 0.0 -0.1
H 1.8087 -0.9901 0.0366 0.1 0.0 0.1
H 3.2169 0.8467 0.3824 0.1 -0.1 0.0
H 4.0579 0.1083 1.7455 0.0 0.0 -0.2
```
Forces are in eV/Å.

As for the multiplicity: 1. The frontier orbital gap comes out at 7.70 eV. As for the SMILES: O[C@H](COC[C@H]1COc2ccccc2O1)CN1CCN(c2cccc[nH+]2)CC1. Its total charge is +1. The calculation puts the HOMO energy at -10.8 eV.

=====

The following is a DFT calculation (ωB97M-V/def2-TZVPD) of a single C21H28N4O2 molecule.

```
55
Properties=species:S:1:pos:R:3:forces:R:3
C 4.7260 -0.8984 6.6152 0.0 -0.1 -0.2
C 4.1685 -1.3951 5.2874 -0.2 0.1 0.3
C 2.6624 -1.6312 5.3547 0.2 -0.1 -0.4
C 2.0963 -2.0593 3.9985 0.0 0.1 0.3
N 2.3438 -1.0525 2.9778 0.0 0.0 0.0
C 1.3746 0.0230 3.0234 0.0 0.0 0.0
C 2.5645 -1.5918 1.6583 -0.1 -0.2 -0.1
C 1.3796 -2.3433 0.9959 0.3 0.0 0.3
N 0.5226 -1.5077 0.1890 0.2 0.1 -0.1
C -0.7519 -1.2168 0.5343 0.0 0.0 -0.2
O -1.2462 -1.5723 1.5901 -0.2 -0.1 0.2
C -1.5424 -0.5143 -0.5127 -0.7 0.0 0.0
C -2.8458 -0.8964 -0.6260 0.8 -0.1 0.5
N -3.6839 -0.4592 -1.5978 0.2 0.2 -0.1
C -5.0468 -0.9464 -1.6075 -0.5 -0.1 -0.2
C -3.2982 0.4147 -2.6073 -0.2 -0.1 -0.1
O -4.0863 0.7370 -3.4911 0.0 0.1 -0.1
C -1.9408 0.8690 -2.4677 0.5 -0.3 0.6
C -1.0750 0.4549 -1.4460 -0.6 0.1 -0.5
C 0.1276 1.2116 -1.6106 0.0 0.3 -0.4
C 1.3133 1.3490 -0.8863 0.1 0.1 0.0
C 2.2777 2.2178 -1.3425 0.1 -0.1 0.2
C 2.0893 2.9656 -2.5084 -0.1 0.0 -0.1
C 0.9180 2.8822 -3.2262 0.0 0.1 -0.1
C -0.0676 2.0130 -2.7660 0.2 -0.3 0.4
N -1.3157 1.7896 -3.2673 0.0 0.0 0.1
C -1.8671 2.4480 -4.4197 -0.2 0.3 -0.4
H 4.5352 -1.6221 7.4052 0.0 0.0 0.1
H 4.2596 0.0434 6.8964 0.0 0.1 0.1
H 5.8000 -0.7415 6.5463 0.1 0.0 0.1
H 4.6669 -2.3267 5.0096 0.0 0.0 -0.1
H 4.3685 -0.6637 4.5034 0.0 -0.1 0.0
H 2.1698 -0.7180 5.6907 -0.1 0.0 0.1
H 2.4415 -2.4130 6.0848 -0.1 0.0 0.1
H 2.5937 -2.9845 3.6960 0.0 0.0 0.0
H 1.0204 -2.2697 4.1064 0.0 -0.1 -0.1
H 1.4046 0.4831 4.0092 0.0 0.1 0.0
H 1.6456 0.7832 2.2916 0.0 0.1 0.0
H 0.3474 -0.3135 2.8329 0.0 0.0 0.0
H 2.8750 -0.7706 1.0050 0.1 -0.1 -0.1
H 3.4054 -2.2871 1.7333 0.0 0.0 -0.1
H 1.7753 -3.1441 0.3635 -0.1 0.0 0.1
H 0.7488 -2.7842 1.7707 0.1 -0.1 -0.1
H 0.8648 -1.2140 -0.7117 -0.1 0.0 0.0
H -3.2594 -1.6036 0.0772 0.0 0.0 0.0
H -5.5542 -0.6680 -0.6836 0.0 0.0 0.0
H -5.5532 -0.4885 -2.4564 0.0 -0.1 0.2
H -5.0631 -2.0314 -1.7158 0.0 0.0 0.0
H 1.4591 0.8066 0.0335 0.0 0.0 0.1
H 3.1972 2.3330 -0.7881 0.1 0.0 0.1
H 2.8720 3.6319 -2.8390 0.0 0.1 0.0
H 0.7628 3.4787 -4.1118 0.0 0.1 -0.1
H -1.8774 3.5296 -4.2681 0.0 0.0 0.0
H -1.2708 2.2205 -5.3063 0.0 0.0 0.0
H -2.8852 2.0937 -4.5673 0.2 0.1 0.0
```
Forces are in eV/Å.

As for the multiplicity: 1. The frontier orbital gap comes out at 8.05 eV. As for the SMILES: CCCCN(C)CCNC(=O)c1cn(C)c(=O)c2c1c1ccccc1n2C. Its total charge is 0. The calculation puts the HOMO energy at -7.7 eV.

=====

The following is a DFT calculation (ωB97M-V/def2-TZVPD) of a molecular structure, C21H28N4O4RhS.

```
59
Properties=species:S:1:pos:R:3:forces:R:3
Rh -1.1619 0.3760 -0.8777 -2.2 2.4 1.7
N -2.6626 4.5432 -1.2591 0.0 0.0 0.0
C -2.4699 3.2434 -1.0179 0.2 -0.1 -0.4
S -1.3739 2.4022 -2.0804 0.9 -0.5 -0.1
N -3.1515 2.6623 -0.0829 -0.1 0.0 0.5
N -2.8261 1.3630 0.0883 0.9 -0.9 -1.2
C -3.6226 0.6388 0.7764 -0.1 -0.2 0.3
C -3.2614 -0.7412 1.0457 -0.1 0.1 0.0
C -4.0198 -1.5730 1.8485 -0.2 0.0 0.1
C -3.5685 -2.8629 2.0869 0.0 0.0 0.0
C -2.3700 -3.2683 1.5262 0.0 0.0 0.0
C -1.6705 -2.3748 0.7271 -0.2 0.0 0.0
N -2.1195 -1.1440 0.4865 1.2 -0.8 -0.2
H -2.1285 5.0107 -1.9686 0.0 0.0 0.0
H -3.3044 5.0699 -0.6912 0.0 0.0 0.0
H -4.5382 1.0648 1.1689 0.1 0.1 0.1
H -4.9433 -1.2084 2.2794 0.0 0.0 0.0
H -4.1418 -3.5374 2.7084 0.0 0.0 0.0
H -1.9713 -4.2569 1.7045 0.0 0.0 0.0
H -0.7230 -2.6342 0.2775 0.0 0.0 0.0
C 1.3907 1.1705 -3.1332 0.0 -0.1 0.0
O 0.3702 0.2252 -2.8168 0.5 -0.1 -0.1
C -0.3326 -0.2655 -3.9360 -0.1 0.2 0.0
C -1.1968 -1.3778 -3.4178 0.0 -0.2 0.0
O -2.1772 -0.9136 -2.4644 0.1 0.6 0.3
C -3.3865 -0.4369 -3.0689 -0.1 0.0 -0.1
H 2.1896 0.6814 -3.6934 0.0 0.0 0.0
H 1.7777 1.5543 -2.1932 0.0 0.0 0.0
H 0.9886 1.9996 -3.7190 0.0 0.0 0.0
H 0.3576 -0.6473 -4.6943 0.0 -0.1 0.0
H -0.9349 0.5355 -4.3816 0.0 0.0 -0.1
H -0.5727 -2.0878 -2.8770 0.0 0.0 0.0
H -1.6984 -1.8861 -4.2422 -0.1 0.0 0.1
H -3.8285 -1.2329 -3.6678 0.0 -0.1 0.0
H -3.2056 0.4388 -3.6922 0.0 0.0 0.0
H -4.0630 -0.1703 -2.2614 0.0 0.0 0.0
C 5.6831 0.1510 3.8295 -0.1 0.0 -0.1
C 4.4514 0.0708 2.9663 0.0 0.0 0.1
C 3.1895 0.3231 3.4929 0.0 0.0 0.0
C 2.0489 0.2837 2.7047 0.0 0.0 0.1
C 0.6958 0.5323 3.3255 0.0 0.1 -0.1
C 2.1897 -0.0283 1.3475 -0.1 0.2 0.1
C 3.4364 -0.3570 0.8047 0.0 0.0 -0.1
C 3.5975 -0.8008 -0.6281 0.0 0.0 0.1
C 4.5513 -0.2855 1.6283 0.0 0.0 -0.1
C 0.9963 0.0230 0.4723 0.0 -0.5 0.0
O 0.6283 -0.9429 -0.2301 0.7 -0.1 -0.3
O 0.2967 1.1075 0.4358 -1.4 -0.2 -0.8
H 5.4613 0.6071 4.7931 0.0 0.0 0.0
H 6.4632 0.7355 3.3405 0.0 0.0 0.0
H 6.0899 -0.8458 4.0115 0.0 0.0 0.0
H 3.0958 0.5728 4.5444 0.0 0.0 0.0
H 0.7753 0.5798 4.4098 0.0 0.0 0.0
H -0.0057 -0.2660 3.0689 0.0 0.0 0.0
H 0.2642 1.4673 2.9676 0.0 0.0 0.0
H 2.9595 -0.2389 -1.3081 0.0 0.0 0.0
H 3.3208 -1.8513 -0.7287 0.0 0.0 0.0
H 4.6332 -0.6915 -0.9463 0.0 0.0 0.0
H 5.5283 -0.5062 1.2106 0.0 0.0 0.0
```
Forces are in eV/Å.

As for the multiplicity: 1. The frontier orbital gap (alpha / beta) comes out at 7.02 / 7.02 eV. Its total charge is +1. The calculation puts the HOMO energy (alpha / beta) at -11.0 / -11.0 eV.

=====

F_max in Eh/bohr, matching the order above: 0.013; 0.017; 0.014; 0.015; 0.017; 0.072